22
Properties=species:S:1:pos:R:3:forces:R:3 method="wB97M-V/def2-TZVPD" lumo_ev=1.052 homo_lumo_gap_ev=8.8 smiles="C=C(C[C@@H](C)N)NC" relative_energy_kj_mol=137.78
H -1.188 1.138 0.850 -0.2 -0.3 0.4
H -1.566 -2.336 -1.195 -0.3 0.0 -0.3
H 0.825 1.041 -1.082 -0.6 0.0 -0.2
C 0.826 2.479 0.505 -0.1 0.9 -1.6
C -1.196 -0.497 -0.473 -0.4 -1.3 -2.0
H 2.788 0.699 0.086 -0.2 0.0 -0.5
C 0.751 1.040 -0.002 1.0 -0.2 1.9
H 0.112 -2.134 1.219 0.4 0.4 -0.3
H 0.435 -3.055 -0.310 0.3 0.2 0.1
H 2.116 0.298 1.420 -0.7 -0.1 0.0
H 1.038 2.650 1.555 0.0 -0.4 0.2
H 1.543 3.048 -0.109 0.3 -0.3 0.4
H -0.085 3.009 0.224 -0.4 -0.1 0.4
C -1.617 0.008 -1.645 0.3 0.3 0.0
H -0.250 -0.308 1.393 0.1 0.3 0.5
C -0.314 -2.668 0.379 -1.1 -0.5 0.3
H -2.010 -0.618 -2.435 -0.1 -0.2 0.1
H -0.788 -3.507 0.895 0.0 -0.3 -0.3
N -1.370 -1.910 -0.311 0.9 1.0 1.4
H -1.467 1.035 -1.945 -0.1 0.2 0.3
C -0.515 0.331 0.565 0.1 0.5 -1.1
N 1.932 0.258 0.415 0.9 -0.1 0.3